Entry 1:
18
Properties=species:S:1:pos:R:3 method="wB97M-V/def2-TZVPD" e_homo_ev="-7.81 / -11.55" multiplicity=3 total_charge=0 lumo_energy_ev="0.572 / -2.501" homo_lumo_gap_ha="0.3079 / 0.3324"
C -0.192 -1.977 -0.151
C 0.011 0.129 -1.482
C -2.680 -0.505 0.060
C 1.881 0.011 2.164
C -0.230 -0.596 -0.208
N -0.033 -3.110 -0.048
F -0.051 1.884 1.149
F -0.898 0.095 2.541
Si 0.176 0.304 1.352
H -0.282 1.148 -1.315
H 1.076 0.156 -1.745
H -0.412 -0.295 -2.444
H -3.155 -1.442 0.346
H -2.738 0.388 0.716
H -2.950 -0.320 -1.081
H 2.304 0.791 2.854
H 1.797 -0.925 2.842
H 2.755 -0.248 1.572



Entry 2:
22
Properties=species:S:1:pos:R:3 method="wB97M-V/def2-TZVPD" e_homo_ev=-9.48 total_charge=0 lumo_energy_ev=-1.161 homo_lumo_gap_ha=0.3057
C -0.449 -0.446 1.153
C -0.355 -0.996 -1.318
C 1.224 0.735 -0.356
C 0.027 -0.138 -0.181
C -4.007 2.480 -1.076
N -1.429 1.723 -0.739
O -3.068 1.474 1.208
O -3.185 -0.074 -0.610
F -4.640 3.125 -0.110
F -4.919 1.838 -1.790
F -3.341 3.422 -1.768
F -1.037 2.780 0.101
S -2.864 1.244 -0.167
H -0.674 0.368 1.764
H -1.286 -1.005 1.162
H 0.255 -1.019 1.662
H 0.299 -0.806 -2.250
H -1.361 -1.015 -1.690
H -0.384 -2.144 -1.080
H 1.947 0.050 -0.106
H 1.287 1.146 -1.431
H 1.279 1.504 0.396



Entry 3:
27
Properties=species:S:1:pos:R:3 method="wB97M-V/def2-TZVPD" e_homo_ev="-12.72 / -12.73" total_charge=+1 lumo_energy_ev="-6.638 / -6.632" homo_lumo_gap_ha="0.2236 / 0.2240"
Mo -1.405 -1.526 -0.447
Se -3.386 -0.957 -1.647
Se -3.889 -0.074 0.505
Te -2.551 -1.567 2.132
Se -1.525 -0.023 3.517
F -1.819 -3.338 -0.125
C -1.065 2.725 0.407
Si 0.328 1.545 0.077
C 1.136 1.782 -1.573
C 1.507 1.313 1.489
O -0.520 -0.025 -0.133
H -0.672 3.745 0.425
H -1.539 2.533 1.370
H -1.827 2.679 -0.372
H 1.543 2.795 -1.641
H 0.423 1.663 -2.390
H 1.957 1.081 -1.723
H 1.683 2.273 1.981
H 2.468 0.922 1.158
H 1.101 0.634 2.238
F 0.996 -1.463 -2.184
C 0.424 -2.348 -1.341
F 0.149 -3.472 -2.020
C 1.415 -2.664 -0.198
F 1.928 -1.529 0.284
F 0.742 -3.256 0.805
F 2.397 -3.448 -0.593